(1)
DFT (the ωB97M-V functional and the def2-TZVPD basis) results for C5H4O2 in the gas phase.

Output
largest force on an atom: 3.41 eV Å⁻¹
HOMO: -0.3403 hartree
energy relative to the best compared isomer or geometry (same formula, charge and spin): 55.3 kcal/mol
E_LUMO: -1.04 eV
HOMO-LUMO gap: 8.223 eV

```
11
Properties=species:S:1:pos:R:3:lowdin_charge:R:1
O -0.598 -1.085 2.168 0.143
C -0.390 -0.546 1.114 -0.306
C -1.342 0.102 0.167 -0.012
C -0.685 0.456 -0.944 -0.049
C 0.780 0.217 -0.803 -0.046
C 1.032 -0.534 0.417 -0.441
O 2.054 -1.040 0.823 0.096
H -2.354 0.380 0.430 0.116
H -1.117 0.965 -1.806 0.116
H 1.147 0.921 0.234 0.244
H 1.404 0.133 -1.705 0.139
```

***

(2)
DFT (the ωB97M-V functional and the def2-TZVPD basis) results for C6H9N3O as an isolated structure.

Output
largest force on an atom: 5.49 eV Å⁻¹
HOMO: -0.3437 hartree
energy relative to the best compared isomer or geometry (same formula, charge and spin): 99.2 kcal/mol
E_LUMO: 0.41 eV
HOMO-LUMO gap: 9.766 eV

```
19
Properties=species:S:1:pos:R:3:lowdin_charge:R:1
N -2.541 -1.839 1.275 0.124
C -1.471 -1.473 0.865 -0.116
C -0.614 -0.428 0.239 -0.355
N -0.945 -0.109 -0.950 0.094
C -0.486 1.020 -1.715 -0.220
C 0.688 1.869 -1.330 -0.096
C 1.505 1.797 -0.279 -0.102
C 1.485 0.854 0.877 -0.185
N 0.287 0.078 1.126 0.049
H -0.299 0.661 -2.742 0.119
H -1.355 1.694 -1.831 0.126
H 0.861 2.685 -2.039 0.104
H 2.336 2.506 -0.232 0.105
H 2.344 0.167 0.764 0.128
H 1.687 1.429 1.793 0.124
H 0.274 -0.317 2.062 0.142
O -0.958 -3.598 0.901 -0.231
H -0.674 -3.608 -0.019 0.016
H -2.126 -3.388 1.235 0.175
```

***

(3)
DFT (the ωB97M-V functional and the def2-TZVPD basis) results for C30H52P2Zr as an isolated structure.

Output
net charge: +2
largest force on an atom: 4.64 eV Å⁻¹
HOMO (spin up / spin down): -0.4513 / -0.4513 hartree
E_LUMO (spin up / spin down): -7.17 / -7.17 eV
HOMO-LUMO gap (spin up / spin down): 5.111 / 5.112 eV

```
85
Properties=species:S:1:pos:R:3:lowdin_charge:R:1
Zr -1.273 0.456 0.542 1.522
C 0.725 0.790 2.787 -0.291
C -0.551 0.104 2.970 -0.381
C 1.105 -1.458 2.469 -0.219
C 1.714 -0.176 2.474 -0.231
C -0.269 -1.311 2.748 -0.274
C 1.028 2.176 3.231 -0.055
H 0.105 2.748 3.398 0.080
H 1.667 2.727 2.521 0.075
H 1.579 2.149 4.190 0.110
C 3.167 0.055 2.312 -0.019
H 3.457 1.056 2.658 0.089
H 3.486 -0.045 1.263 0.050
H 3.750 -0.677 2.894 0.097
C 1.847 -2.745 2.369 -0.017
H 2.813 -2.703 2.889 0.094
H 2.064 -3.017 1.330 0.036
H 1.270 -3.568 2.814 0.093
C -1.199 -2.419 3.085 -0.045
H -0.888 -2.929 4.016 0.108
H -1.231 -3.183 2.292 0.064
H -2.221 -2.043 3.234 0.079
C -1.661 0.614 3.846 -0.070
H -1.489 0.446 4.926 0.106
H -2.609 0.117 3.616 0.062
H -1.808 1.694 3.735 0.072
C -2.283 2.983 -1.882 -0.148
C -2.162 3.720 -0.763 -0.153
C -3.122 3.875 0.364 -0.166
C -4.050 2.664 0.605 -0.165
C -3.262 1.343 0.591 -0.330
C -3.004 0.585 -0.637 -0.451
C -3.659 0.872 -1.973 -0.177
C -3.530 2.359 -2.409 -0.152
H -3.695 4.810 0.248 0.136
H -4.902 2.635 -0.089 0.112
H -2.532 4.008 1.286 0.120
H -4.412 2.926 -2.063 0.121
H -1.438 2.944 -2.583 0.104
H -1.265 4.352 -0.684 0.114
H -3.531 2.396 -3.517 0.133
H -3.259 0.197 -2.743 0.096
H -2.956 -0.511 -0.432 0.012
H -4.712 0.595 -1.888 0.124
H -4.496 2.760 1.604 0.120
H -3.536 0.715 1.471 0.092
P 0.830 1.131 -1.546 0.888
P -0.980 -1.970 -0.974 0.856
C -0.362 0.351 -2.720 -0.273
C -0.604 -1.199 -2.623 -0.324
H 0.101 0.589 -3.700 0.116
H -1.302 0.933 -2.653 0.047
H -1.460 -1.435 -3.270 0.095
H 0.280 -1.725 -3.018 0.073
C 0.189 -3.344 -0.667 -0.236
H -0.130 -3.884 0.239 0.057
H 1.185 -2.926 -0.477 -0.011
H 0.230 -4.053 -1.513 0.080
C -2.516 -2.962 -1.013 -0.232
H -2.715 -3.356 -2.024 0.070
H -3.380 -2.368 -0.668 0.042
H -2.384 -3.797 -0.297 0.062
C 1.952 2.256 -2.342 -0.149
H 2.706 2.558 -1.599 0.095
H 1.357 3.146 -2.615 0.088
H 2.420 1.820 -3.236 0.078
C 0.187 2.229 -0.248 -0.264
H 0.648 2.128 0.741 0.050
H -0.964 2.226 -0.165 0.000
H 0.422 3.259 -0.563 0.095
C 3.122 -2.376 -2.631 -0.015
C 3.548 -1.606 -1.374 -0.597
C 4.223 -2.538 -0.377 -0.023
C 4.479 -0.449 -1.738 -0.009
C 2.367 -1.021 -0.744 0.000
C 1.424 -0.217 -0.611 -0.186
H 3.995 -2.800 -3.130 0.111
H 2.610 -1.716 -3.342 0.087
H 2.437 -3.196 -2.381 0.081
H 5.173 -2.914 -0.768 0.111
H 4.428 -2.011 0.561 0.088
H 3.579 -3.393 -0.158 0.086
H 3.992 0.215 -2.459 0.074
H 4.719 0.134 -0.840 0.100
H 5.417 -0.804 -2.172 0.114
```

***

(4)
DFT (the ωB97M-V functional and the def2-TZVPD basis) results for C4H14N4 in the gas phase.

Output
largest force on an atom: 3.77 eV Å⁻¹
HOMO: -0.2879 hartree
energy relative to the best compared isomer or geometry (same formula, charge and spin): 36.3 kcal/mol
E_LUMO: 1.00 eV
HOMO-LUMO gap: 8.834 eV

```
22
Properties=species:S:1:pos:R:3:lowdin_charge:R:1
C 1.438 -0.756 -1.404 -0.142
N -0.005 -0.628 -1.380 -0.248
C -0.454 0.523 -2.143 -0.144
C -0.697 -0.824 0.008 -0.094
C -0.240 0.141 1.113 -0.667
N 1.043 -0.100 1.633 0.076
N -0.396 1.508 0.831 0.088
N -1.279 -0.241 2.220 0.025
H 1.949 0.103 -0.945 0.075
H 1.808 -0.838 -2.434 0.080
H 1.756 -1.670 -0.889 0.077
H -1.548 0.594 -2.140 0.080
H -0.043 1.471 -1.772 0.065
H -0.157 0.429 -3.195 0.079
H -0.475 -1.856 0.289 0.114
H -1.767 -0.724 -0.191 0.111
H 1.384 0.357 2.470 0.087
H 1.636 -0.820 1.237 0.067
H 0.294 2.188 1.123 0.088
H -1.161 1.828 0.249 0.085
H -1.658 0.512 2.789 0.045
H -1.428 -1.198 2.532 0.052
```

***

(5)
DFT (the ωB97M-V functional and the def2-TZVPD basis) results for C5H7N in the gas phase.

Output
largest force on an atom: 0.47 eV Å⁻¹
HOMO: -0.3070 hartree
energy relative to the best compared isomer or geometry (same formula, charge and spin): 38.4 kcal/mol
E_LUMO: 1.13 eV
HOMO-LUMO gap: 9.487 eV

```
13
Properties=species:S:1:pos:R:3:lowdin_charge:R:1
C -1.919 -0.182 0.116 0.044
C -0.655 -0.201 0.540 -0.390
C 0.348 -1.270 0.317 -0.043
C 1.393 -0.663 -0.248 -0.065
C 1.081 0.819 -0.327 -0.200
N 0.121 0.962 0.780 -0.007
H -2.457 0.759 0.044 0.053
H -2.406 -1.076 -0.253 0.054
H 0.201 -2.326 0.518 0.108
H 2.290 -1.125 -0.644 0.101
H 0.507 1.003 -1.259 0.125
H 1.934 1.497 -0.275 0.110
H -0.440 1.803 0.690 0.113
```

***

(6)
DFT (the ωB97M-V functional and the def2-TZVPD basis) results for C3H6N2OS2 as an isolated structure.

Output
largest force on an atom: 7.36 eV Å⁻¹
HOMO: -0.3044 hartree
energy relative to the best compared isomer or geometry (same formula, charge and spin): 145.3 kcal/mol
E_LUMO: -0.65 eV
HOMO-LUMO gap: 7.635 eV

```
14
Properties=species:S:1:pos:R:3:lowdin_charge:R:1
C -0.365 0.208 -2.517 -0.965
C -0.271 0.317 0.882 -0.148
C 0.138 -0.465 2.193 -0.477
H 0.979 -1.273 -3.135 0.082
H 0.293 -1.261 -1.374 0.137
H -0.374 1.545 0.883 0.149
H 0.597 -1.506 2.150 0.080
H -0.790 -0.688 2.859 0.089
H 0.424 2.168 2.746 0.040
N 0.442 -0.841 -2.446 0.070
N -0.419 -0.428 -0.270 0.006
O -1.077 0.489 -1.291 -0.160
S -0.973 0.975 -3.836 0.611
S 1.394 0.758 3.156 0.487
```

***

Number 1: calculated total energy -343.3042 Eh. Number 2: calculated total energy -473.3917 Eh. Number 3: calculated total energy -1903.2660 Eh. Number 4: calculated total energy -379.7760 Eh. Number 5: calculated total energy -249.4121 Eh. Number 6: calculated total energy -1098.8423 Eh.